# C47H38CoIN7O3S2

C47H38CoIN7O3S2 as an isolated structure (the ωB97M-V functional and the def2-TZVPD basis, the OMol25 dataset).

The net charge is 0. The calculation puts the gap between HOMO and LUMO (alpha / beta) at 6.71 / 6.67 eV. Its expectation value of S² is 0.762. The relative energy (zero: lowest compared OMol25 entry of this formula, charge and spin) comes out at 0.000 eV. As for the spin multiplicity: 2.

Last column: Mulliken charge in e.
Element x y z (Å)
Co -1.1683 -0.5309 0.2034  0.08
C 5.7058 1.2380 0.7763  -1.55
C 5.4358 0.0826 1.7010  0.89
C 6.4431 -0.4669 2.4824  -0.66
C 6.2022 -1.5330 3.3377  -0.73
C 4.9290 -2.0755 3.4037  -1.03
C 3.9068 -1.5563 2.6219  -0.20
C 4.1524 -0.4727 1.7808  0.01
N 3.1494 0.0849 0.9520  -0.04
C 1.7777 -0.1480 1.0755  0.03
N 1.3240 -0.0330 2.3478  0.23
C 0.0351 -0.2685 2.9163  0.40
C -1.0943 -0.5496 2.1422  -0.07
C -2.2629 -0.8115 2.8710  0.15
C -2.3309 -0.7427 4.2545  -1.29
C -1.1950 -0.4070 4.9752  -1.03
C 0.0055 -0.1807 4.3210  1.60
C 1.2434 0.1482 5.1217  -1.65
N 1.0218 -0.3966 0.0686  0.73
C 1.6060 -0.5138 -1.2184  -1.67
C 1.7819 0.6221 -2.0053  0.40
C 2.2324 0.5186 -3.3169  -1.02
C 2.5072 -0.7328 -3.8475  -0.94
C 2.3675 -1.8615 -3.0477  -0.95
C 1.9384 -1.7778 -1.7259  1.31
C 1.8755 -2.9950 -0.8455  -1.53
H 6.7072 1.6340 0.9380  0.41
H 4.9842 2.0430 0.9320  0.31
H 5.6365 0.9401 -0.2751  0.30
H 7.4387 -0.0418 2.4216  0.37
H 7.0045 -1.9411 3.9381  0.40
H 4.7258 -2.9191 4.0507  0.42
H 2.9244 -2.0110 2.6468  0.72
H 3.4367 0.2825 0.0055  0.54
H 2.0452 0.1979 3.0082  0.30
H -3.1623 -1.0915 2.3365  0.39
H -3.2615 -0.9527 4.7690  0.44
H -1.2294 -0.3404 6.0570  0.36
H 1.0093 0.1680 6.1850  0.41
H 1.6567 1.1294 4.8623  0.37
H 2.0368 -0.5925 4.9791  0.31
H 1.5395 1.5922 -1.5802  0.58
H 2.3596 1.4115 -3.9174  0.44
H 2.8311 -0.8333 -4.8760  0.45
H 2.5949 -2.8398 -3.4585  0.50
H 1.8227 -3.9068 -1.4416  0.42
H 1.0228 -2.9623 -0.1696  0.12
H 2.7777 -3.0552 -0.2282  0.27
S -0.9612 -3.8084 -4.5364  0.05
C -0.8925 -4.3941 -6.1334  -0.44
C -1.0129 -3.3923 -7.0478  -0.59
C -1.1631 -2.1221 -6.4322  -0.70
C -1.1554 -2.1832 -5.0678  0.79
C -1.2772 -1.0739 -4.1063  0.66
C -1.2365 -1.3316 -2.7160  -0.74
N -1.2955 -0.3853 -1.8145  1.21
C -1.4039 0.8957 -2.2165  -0.60
C -1.4739 1.2631 -3.5511  0.57
C -1.5624 2.6643 -3.8760  -1.09
C -1.5503 3.6065 -2.9086  -1.09
C -1.4539 3.2434 -1.5177  0.80
C -1.3994 4.1744 -0.4632  -1.11
C -1.2858 3.7367 0.8313  0.72
C -1.2278 2.3415 1.0501  -0.41
N -1.2840 1.4539 0.0870  1.82
C -1.3949 1.8956 -1.1850  -0.82
C -1.2230 4.6384 1.9973  0.28
C -1.1399 4.2945 3.3157  -0.27
C -1.1090 5.4196 4.1847  -0.67
C -1.1705 6.5968 3.5077  -0.35
S -1.2665 6.3502 1.8216  -0.22
C -1.4103 0.2326 -4.5068  -0.88
H -0.7651 -5.4499 -6.3136  0.43
H -0.9953 -3.5505 -8.1165  0.41
H -1.2768 -1.2023 -6.9898  0.39
H -1.1485 -2.3394 -2.3208  -0.14
H -1.6261 2.9507 -4.9190  0.49
H -1.6078 4.6578 -3.1636  0.49
H -1.4379 5.2356 -0.6875  0.46
H -1.1372 1.9340 2.0490  -0.34
H -1.1020 3.2720 3.6684  0.55
H -1.0474 5.3513 5.2610  0.40
H -1.1656 7.5994 3.9051  0.45
H -1.4454 0.4852 -5.5601  0.41
O -2.4354 -4.2426 -0.1580  -0.66
N -1.4906 -3.6662 0.3994  0.49
O -0.8152 -4.1964 1.2696  -0.63
O -1.1826 -2.4974 -0.0041  -0.18
I -6.3423 -3.7010 -0.9952  0.08
C -5.5492 -1.8872 -0.3589  -0.71
C -6.3621 -0.9035 0.1744  -0.14
C -5.7741 0.2880 0.5719  -1.10
C -4.4066 0.4342 0.4250  -0.22
N -3.6228 -0.5190 -0.0780  0.31
C -4.1828 -1.6636 -0.4694  0.19
H -7.4268 -1.0623 0.2813  0.40
H -6.3671 1.0872 0.9961  0.46
H -3.9122 1.3486 0.7357  0.38
H -3.5159 -2.4305 -0.8476  0.16